C2H5ClO | the ωB97M-V functional and the def2-TZVPD basis

Results
* highest occupied orbital energy: -9.9 eV
* DFT total energy: -16722.3279 eV
* orbital gap: 10.36 eV
* E_LUMO: 0.45 eV
* structure (SMILES): CCOCl

The geometry in ORCA input format:
```
! RIJCOSX wB97M-V def2-TZVPD def2/J DEFGRID3
* xyz 0 1
C 0.85666 0.43312 -0.40482
C -0.08058 -0.42050 0.40886
O -1.43921 -0.66080 -0.40037
Cl -2.65748 0.47398 0.01091
H 0.80240 0.02219 -1.45618
H 0.78491 1.46597 -0.26138
H 1.81817 0.09875 0.07076
H -0.17950 0.06530 1.40979
H 0.09462 -1.47802 0.62243
*
```